[1]
DFT (ωB97M-V with the def2-TZVPD basis set) results for 2 unconnected molecules or ions with the total composition CH3FOS2 at a distorted geometry.

Summary:
Kohn-Sham gap (alpha / beta) = 8.18 / 8.18 eV
HOMO (alpha / beta) = -10.8 / -10.8 eV
2S+1 = 1
largest force on an atom = 0.066 Eh/bohr
electronic energy = -27517.944 eV
energy above the lowest of the compared OMol25 structures with the same formula, charge and spin = 43.9 kcal/mol

Cartesian coordinates (Å):
C -0.377 -0.905 -0.097
O -0.656 1.639 -0.895
F 2.263 0.666 -0.623
S 0.094 1.418 1.906
S 0.044 0.864 0.081
H -0.471 -1.133 -1.153
H 0.421 -1.482 0.356
H -1.317 -1.068 0.424


[2]
DFT (ωB97M-V with the def2-TZVPD basis set) results for a gas-phase ion, C5H10N3O2 (charge +1) at a distorted geometry.

Summary:
Kohn-Sham gap = 9.42 eV
HOMO = -14.2 eV
2S+1 = 1
largest force on an atom = 0.142 Eh/bohr
electronic energy = -13899.828 eV
charge = +1
SMILES string = CO/N=N/C=[N+]=C(C)OC
energy above the lowest of the compared OMol25 structures with the same formula, charge and spin = 146.0 kcal/mol

Cartesian coordinates (Å):
C -3.727 -1.053 -0.049
O -3.115 0.176 -0.511
N -2.018 0.703 -0.130
N -1.250 0.259 0.710
C -0.245 0.629 1.365
N 0.992 0.393 1.059
C 1.457 0.440 -0.180
C 0.734 1.097 -1.222
O 2.596 -0.002 -0.486
C 3.571 -0.602 0.253
H -3.714 -1.235 1.005
H -3.321 -1.989 -0.697
H -4.876 -1.062 -0.224
H -0.467 0.805 2.459
H 1.521 1.753 -1.790
H 0.432 0.459 -2.068
H -0.011 1.814 -0.994
H 3.811 -1.648 -0.212
H 3.206 -0.866 1.340
H 4.423 -0.070 0.372


[3]
DFT (ωB97M-V with the def2-TZVPD basis set) results for 10 unconnected molecules or ions with the total composition C29H78O11 at a distorted geometry.

Summary:
Kohn-Sham gap (alpha / beta) = 9.27 / 2.18 eV
HOMO (alpha / beta) = -11.7 / -11.7 eV
2S+1 = 2
largest force on an atom = 0.088 Eh/bohr
electronic energy = -53845.697 eV
<S²> = 0.76
charge = +1
energy above the lowest of the compared OMol25 structures with the same formula, charge and spin = 0.5 kcal/mol

Cartesian coordinates (Å):
C -12.418 10.466 -20.983
C -11.159 11.001 -21.706
C -9.938 11.188 -20.877
O -10.702 10.261 -22.845
H -12.162 9.427 -20.775
H -13.253 10.697 -21.643
H -12.597 11.008 -20.054
H -11.490 11.931 -22.169
H -9.839 10.257 -20.320
H -10.087 12.058 -20.237
H -8.982 11.428 -21.342
H -10.095 9.556 -22.608
C -7.754 7.021 -14.776
C -8.309 6.400 -16.110
C -7.252 6.004 -17.106
O -9.185 5.273 -15.882
H -7.309 6.285 -14.105
H -8.531 7.429 -14.130
H -7.204 7.955 -14.887
H -8.942 7.194 -16.506
H -6.627 5.117 -17.003
H -6.562 6.843 -17.193
H -7.745 5.937 -18.076
H -9.909 5.669 -15.390
C -11.363 8.868 -17.526
C -12.770 8.235 -17.546
C -12.743 6.858 -18.256
O -13.404 8.007 -16.317
H -10.925 8.747 -18.517
H -10.792 8.354 -16.753
H -11.267 9.883 -17.138
H -13.455 8.905 -18.064
H -13.102 6.924 -19.283
H -13.403 6.121 -17.799
H -11.768 6.376 -18.313
H -14.209 7.566 -16.598
C -10.220 9.978 -12.508
C -10.734 10.419 -13.852
C -12.158 10.921 -13.870
O -9.770 11.289 -14.522
H -9.151 9.791 -12.401
H -10.800 9.079 -12.299
H -10.643 10.571 -11.698
H -10.786 9.505 -14.443
H -12.327 11.740 -13.171
H -12.786 10.100 -13.523
H -12.670 11.131 -14.809
H -9.090 11.630 -13.937
C -11.824 13.146 -18.120
C -11.446 14.426 -18.912
C -12.140 14.658 -20.222
O -11.933 15.430 -18.132
H -11.138 12.996 -17.286
H -11.769 12.216 -18.686
H -12.849 13.206 -17.754
H -10.390 14.574 -19.140
H -13.133 15.104 -20.176
H -12.245 13.661 -20.651
H -11.540 15.172 -20.973
H -12.874 15.587 -18.241
C -7.585 15.736 -18.875
C -7.722 16.934 -17.978
C -8.045 16.535 -16.537
O -6.576 17.742 -17.950
H -7.494 16.015 -19.925
H -8.310 14.933 -18.742
H -6.707 15.125 -18.666
H -8.540 17.477 -18.452
H -8.100 17.377 -15.846
H -7.307 15.785 -16.251
H -8.953 15.934 -16.475
H -6.014 17.462 -17.224
C -6.847 9.471 -18.162
C -6.982 10.828 -17.491
C -8.025 11.713 -18.238
O -7.386 10.629 -16.226
H -6.646 9.645 -19.219
H -7.783 8.931 -18.026
H -6.127 8.843 -17.638
H -6.048 11.362 -17.664
H -8.968 11.213 -18.460
H -7.710 12.023 -19.235
H -8.364 12.649 -17.793
H -8.334 10.781 -16.200
C -0.567 10.693 -16.513
C -1.689 9.855 -17.065
C -3.193 10.356 -16.922
O -1.453 9.660 -18.463
H -0.565 10.511 -15.438
H -0.733 11.756 -16.690
H 0.433 10.337 -16.760
H -1.586 8.847 -16.664
H -3.402 11.203 -17.575
H -3.405 10.660 -15.897
H -3.847 9.547 -17.245
H -1.781 10.489 -18.819
C -6.808 7.973 -23.903
C -7.826 7.557 -22.849
C -7.660 8.219 -21.434
O -9.177 7.699 -23.419
H -6.979 8.888 -24.471
H -6.812 7.196 -24.668
H -5.835 7.768 -23.457
H -7.756 6.480 -22.691
H -7.384 9.269 -21.536
H -6.814 7.777 -20.909
H -8.610 8.044 -20.928
H -9.100 7.298 -24.288
C -6.351 13.783 -12.922
C -6.720 12.919 -14.118
O -7.186 11.712 -13.623
O -5.725 14.882 -13.515
H -5.804 13.334 -12.094
H -7.252 13.888 -12.318
H -5.859 12.752 -14.765
H -7.551 13.447 -14.586
H -7.299 11.123 -14.373
H -4.872 14.954 -13.081


[4]
DFT (ωB97M-V with the def2-TZVPD basis set) results for 3 unconnected molecules or ions with the total composition C23H53FN9O4P2 at a distorted geometry.

Summary:
Kohn-Sham gap = 5.67 eV
HOMO = -9.7 eV
2S+1 = 1
largest force on an atom = 0.233 Eh/bohr
electronic energy = -67584.068 eV
charge = +1

Cartesian coordinates (Å):
O -6.648 2.731 4.710
C -5.705 1.752 4.782
N -4.665 0.814 4.791
C -3.507 1.598 4.140
C -2.803 2.943 4.812
N -1.812 3.259 3.714
C -0.831 4.426 3.640
C -1.262 5.411 2.396
C -1.650 6.946 2.855
C -3.279 7.083 3.205
O -4.110 6.901 1.969
C -1.795 2.328 2.522
N -2.865 1.297 2.803
C -3.142 0.225 1.773
C -4.735 0.417 1.324
C -5.063 1.990 0.866
F -6.248 1.912 -0.064
H -3.009 3.488 5.828
H -0.799 5.007 4.678
H 0.227 3.956 3.443
H -0.349 5.457 1.642
H -2.191 5.015 1.771
H -1.470 7.680 1.931
H -0.968 7.356 3.719
H -3.450 8.215 3.528
H -3.616 6.320 4.046
H -4.908 6.356 2.255
H -1.055 2.484 1.628
H -2.885 -0.867 2.113
H -2.511 0.513 0.805
H -4.950 -0.324 0.416
H -5.410 0.212 2.260
H -5.262 2.694 1.787
H -4.185 2.461 0.234
O 1.908 0.880 2.057
P 2.889 -0.301 1.856
N 1.598 -1.396 1.522
C 1.538 -2.824 1.816
C 0.920 -1.168 0.243
N 3.230 -0.355 3.553
C 2.646 -1.336 4.453
C 3.248 0.939 4.250
N 4.017 -1.658 1.625
C 5.275 -1.661 2.400
C 4.448 -1.686 0.210
H 2.206 -3.415 1.181
H 0.522 -3.211 1.662
H 1.754 -3.063 2.853
H 1.444 -1.659 -0.584
H 0.848 -0.103 0.006
H -0.108 -1.550 0.265
H 1.553 -1.293 4.458
H 2.988 -1.187 5.486
H 2.984 -2.346 4.212
H 2.238 1.287 4.492
H 3.742 1.705 3.638
H 3.821 0.880 5.183
H 5.791 -0.697 2.328
H 5.957 -2.443 2.043
H 5.116 -1.900 3.454
H 5.022 -0.787 -0.043
H 3.597 -1.736 -0.470
H 5.062 -2.569 -0.001
O 0.650 -2.956 -3.060
P 0.584 -3.340 -4.558
N 2.156 -2.695 -4.856
C 2.654 -2.080 -6.081
C 3.253 -3.460 -4.256
N -0.585 -2.100 -4.863
C -0.253 -0.824 -5.475
C -1.551 -1.844 -3.785
N 0.508 -3.782 -6.281
C -0.812 -3.784 -6.945
C 1.011 -5.165 -6.443
H 2.796 -2.803 -6.890
H 3.624 -1.596 -5.908
H 2.023 -1.276 -6.450
H 3.561 -4.294 -4.897
H 2.975 -3.874 -3.283
H 4.131 -2.826 -4.081
H 0.496 -0.272 -4.899
H -1.138 -0.181 -5.568
H 0.083 -0.954 -6.506
H -1.126 -1.211 -2.998
H -1.888 -2.785 -3.331
H -2.453 -1.352 -4.168
H -1.554 -4.337 -6.358
H -0.753 -4.239 -7.941
H -1.188 -2.775 -7.129
H 0.358 -5.882 -5.931
H 2.014 -5.280 -6.031
H 1.079 -5.441 -7.501


[5]
DFT (ωB97M-V with the def2-TZVPD basis set) results for a molecular structure, C4H10I4N3 at a distorted geometry.

Summary:
Kohn-Sham gap = 7.17 eV
HOMO = -12.7 eV
2S+1 = 1
largest force on an atom = 0.078 Eh/bohr
electronic energy = -41172.473 eV
charge = +1
energy above the lowest of the compared OMol25 structures with the same formula, charge and spin = 42.9 kcal/mol

Cartesian coordinates (Å):
C -0.142 2.166 0.280
C -0.458 1.615 -1.103
C -1.998 -0.125 -1.867
C 0.461 -1.475 -0.075
N 0.695 1.234 0.982
N -0.225 -2.541 0.113
N -1.003 0.276 -1.185
I 2.180 -1.508 -1.349
I 2.045 -1.649 3.157
I -1.634 -2.504 1.710
I -0.171 -4.233 -1.061
H 0.387 3.156 0.225
H -0.962 2.384 0.822
H 0.521 1.335 -1.395
H -1.125 2.173 -1.813
H -2.594 0.511 -2.481
H -2.210 -1.177 -1.696
H 1.597 1.143 0.457
H 3.357 -1.695 3.821
H 0.865 1.586 1.906
H 0.411 -0.673 0.552


[6]
DFT (ωB97M-V with the def2-TZVPD basis set) results for a single C15H15F6N3O molecule at a distorted geometry.

Summary:
Kohn-Sham gap = 8.51 eV
HOMO = -8.8 eV
2S+1 = 1
largest force on an atom = 0.138 Eh/bohr
electronic energy = -38618.495 eV
SMILES string = C[C@@H](C(=O)N(C)C)N(CC(F)(F)F)c1ccc(C#N)c(C(F)(F)F)c1

Cartesian coordinates (Å):
C -1.948 -0.064 -2.138
C -1.005 -0.470 -0.990
C -0.434 -1.953 -1.204
O 0.687 -1.988 -1.445
N -1.179 -3.142 -1.027
C -0.494 -4.495 -1.167
C -2.494 -3.315 -0.506
N -0.001 0.651 -0.806
C 0.973 0.886 -1.900
C 1.277 2.347 -2.290
F 0.142 3.004 -2.559
F 2.117 2.961 -1.325
F 1.907 2.309 -3.480
C 0.166 1.213 0.402
C -0.874 1.845 1.078
C -0.789 2.292 2.422
C 0.471 2.207 3.174
C 0.630 2.795 4.460
N 0.753 3.236 5.510
C 1.545 1.486 2.477
C 3.040 1.333 3.091
F 3.892 0.669 2.196
F 3.049 0.871 4.410
F 3.505 2.581 3.146
C 1.410 1.131 1.169
H -2.695 0.699 -1.781
H -2.491 -0.996 -2.425
H -1.560 0.336 -3.135
H -1.497 -0.597 -0.064
H 0.414 -4.675 -0.622
H -0.257 -4.432 -2.151
H -1.244 -5.323 -1.219
H -2.560 -3.241 0.548
H -2.927 -4.242 -0.837
H -3.020 -2.419 -0.868
H 1.892 0.301 -1.651
H 0.676 0.498 -2.796
H -1.835 2.050 0.661
H -1.483 2.929 2.986
H 2.241 0.722 0.658


[7]
DFT (ωB97M-V with the def2-TZVPD basis set) results for a single C3H7N3O2 molecule at a distorted geometry.

Summary:
Kohn-Sham gap = 10.35 eV
HOMO = -9.9 eV
2S+1 = 1
largest force on an atom = 0.110 Eh/bohr
electronic energy = -11788.564 eV
SMILES string = [H]/N=C(/CO)NC(N)=O
energy above the lowest of the compared OMol25 structures with the same formula, charge and spin = 63.4 kcal/mol

Cartesian coordinates (Å):
H -1.513 -2.423 -0.606
N -1.870 -1.521 -0.155
C -0.929 -0.766 0.067
C -1.185 0.727 0.564
O -0.799 1.573 -0.538
N 0.422 -1.089 -0.097
C 1.644 -0.321 -0.057
N 1.706 1.106 0.085
O 2.638 -0.996 -0.086
H -0.524 0.770 1.409
H -2.233 0.707 0.809
H -1.289 1.197 -1.358
H 0.647 -2.212 0.099
H 0.707 1.685 -0.134
H 2.577 1.561 -0.002


[8]
DFT (ωB97M-V with the def2-TZVPD basis set) results for a single C27H41F5N3O6PS molecule at a distorted geometry.

Summary:
Kohn-Sham gap = 7.42 eV
HOMO = -7.9 eV
2S+1 = 1
largest force on an atom = 0.176 Eh/bohr
electronic energy = -79106.365 eV
SMILES string = [H]/N=C\C[C@H](O[C@@](CC=O)(NCC)[C@H](F)O[C@@](CCC(=O)Nc1ccccc1)(C[C@H](C)F)S(=O)(=O)C(F)(F)F)P(CC)CC

Cartesian coordinates (Å):
H -4.901 3.365 -2.558
N -5.654 2.770 -2.980
C -5.118 1.512 -3.105
C -3.545 1.157 -2.660
C -3.439 1.145 -0.991
O -2.077 0.885 -0.512
C -1.358 2.097 -0.111
C -1.094 3.165 -1.370
C -2.265 4.305 -1.513
O -1.894 5.526 -1.981
N -1.998 2.907 0.990
C -2.222 2.122 2.260
C -1.288 2.733 3.496
C 0.172 1.586 0.338
F 0.789 2.794 0.979
O 0.819 1.121 -0.869
C 1.714 -0.023 -0.713
C 2.746 0.057 -2.008
C 3.260 -1.369 -2.594
C 4.342 -2.177 -1.634
O 4.309 -3.533 -1.754
N 5.355 -1.537 -0.714
C 5.771 -2.435 0.430
C 4.774 -3.283 1.422
C 5.235 -4.220 2.693
C 6.835 -4.334 3.030
C 7.880 -3.539 2.039
C 7.406 -2.592 0.746
C 2.558 -0.118 0.676
C 3.703 1.008 0.929
C 3.721 1.396 2.556
F 3.558 2.277 0.190
S 0.617 -1.589 -0.755
O -0.509 -1.573 0.318
O 1.449 -2.893 -0.432
C -0.299 -1.759 -2.424
F -0.130 -0.576 -3.301
F 0.034 -3.017 -3.140
F -1.779 -1.841 -2.132
P -4.542 -0.236 -0.196
C -5.186 -1.477 -1.486
C -4.640 -2.994 -1.039
C -5.918 0.500 0.902
C -5.437 0.237 2.482
H -5.776 0.658 -3.581
H -3.223 0.116 -3.094
H -2.890 1.992 -3.154
H -3.914 2.157 -0.649
H -0.069 3.762 -1.233
H -0.937 2.499 -2.331
H -3.389 4.198 -1.204
H -1.542 3.831 1.147
H -3.336 2.227 2.618
H -1.966 0.972 2.152
H -1.958 2.947 4.457
H -0.807 3.785 3.216
H -0.385 2.033 3.777
H -0.002 0.816 1.195
H 3.679 0.739 -1.841
H 2.112 0.580 -2.874
H 3.872 -1.121 -3.591
H 2.420 -2.119 -2.936
H 6.235 -1.440 -1.304
H 3.608 -3.224 1.214
H 4.393 -4.753 3.348
H 7.153 -4.979 3.965
H 9.036 -3.641 2.309
H 8.242 -2.063 0.097
H 3.116 -1.174 0.661
H 1.889 -0.160 1.665
H 4.809 0.614 0.713
H 4.018 0.417 3.167
H 2.711 1.856 2.926
H 4.653 2.129 2.700
H -4.806 -1.324 -2.581
H -6.374 -1.584 -1.496
H -3.616 -2.933 -0.462
H -4.395 -3.562 -2.060
H -5.460 -3.636 -0.505
H -6.873 -0.201 0.767
H -6.175 1.625 0.692
H -5.415 1.217 3.121
H -6.077 -0.623 3.001
H -4.319 -0.181 2.486


[9]
DFT (ωB97M-V with the def2-TZVPD basis set) results for a molecular structure, C3H5F3Se at a distorted geometry.

Summary:
Kohn-Sham gap = 9.54 eV
HOMO = -8.8 eV
2S+1 = 1
largest force on an atom = 0.108 Eh/bohr
electronic energy = -76689.662 eV
energy above the lowest of the compared OMol25 structures with the same formula, charge and spin = 20.1 kcal/mol

Cartesian coordinates (Å):
C -0.137 -1.237 -0.349
C 0.026 1.670 -0.386
C 0.696 2.066 0.959
F -0.014 2.960 1.724
F 0.852 1.010 1.798
F 1.895 2.586 0.865
Se 0.773 0.151 -1.240
H 0.014 -1.105 0.671
H -1.205 -1.019 -0.409
H 0.369 -2.213 -0.596
H -1.273 1.321 -0.015
H -0.160 2.513 -1.014


[10]
DFT (ωB97M-V with the def2-TZVPD basis set) results for a molecular structure, C37H30BrCsF3IN4O3S2 at a distorted geometry.

Summary:
Kohn-Sham gap = 5.92 eV
HOMO = -2.2 eV
2S+1 = 1
largest force on an atom = 0.074 Eh/bohr
electronic energy = -159472.720 eV
charge = -2
energy above the lowest of the compared OMol25 structures with the same formula, charge and spin = 39.7 kcal/mol

Cartesian coordinates (Å):
Cs -0.036 0.940 0.028
C -3.260 1.338 2.371
C -3.899 0.836 1.111
N -5.091 1.257 0.771
C -5.671 0.744 -0.323
C -5.131 -0.286 -1.067
C -5.936 -0.911 -2.180
O -6.206 -2.290 -1.992
C -3.866 -0.789 -0.704
C -3.246 -1.903 -1.379
N -2.413 -2.755 -0.920
C -2.069 -2.931 0.393
C -3.022 -3.223 1.370
C -2.644 -3.557 2.656
C -1.302 -3.615 2.990
C -0.342 -3.348 2.029
C -0.719 -3.012 0.750
I 0.705 -2.473 -0.688
C -3.150 -0.142 0.361
O -1.944 -0.375 0.620
H -3.995 1.816 3.014
H -2.464 2.049 2.139
H -2.802 0.492 2.886
H -6.642 1.168 -0.560
H -5.426 -0.765 -3.146
H -6.914 -0.425 -2.248
H -5.363 -2.704 -1.765
H -3.469 -2.033 -2.440
H -4.069 -3.191 1.105
H -3.405 -3.758 3.401
H -0.996 -3.872 3.994
H 0.710 -3.404 2.271
S 4.592 -1.679 -1.934
C 3.418 -1.411 -3.120
C 3.784 -1.298 -4.485
C 2.826 -1.062 -5.431
C 1.487 -0.944 -5.039
C 1.209 -1.085 -3.696
N 2.123 -1.310 -2.768
H 4.824 -1.416 -4.751
H 3.095 -0.977 -6.477
H 0.697 -0.776 -5.757
H 0.180 -1.055 -3.341
Br -2.853 3.366 -6.528
C -2.691 3.695 -4.653
C -2.038 4.834 -4.223
C -1.980 5.021 -2.849
C -2.551 4.078 -2.005
C -3.168 2.972 -2.568
N -3.240 2.791 -3.883
H -1.603 5.530 -4.925
H -1.489 5.893 -2.447
H -2.509 4.211 -0.936
H -3.638 2.198 -1.973
F -0.612 5.362 1.010
C 0.182 4.321 0.458
F 0.421 4.847 -0.845
F 1.427 4.579 1.071
O 1.468 -0.089 1.655
S 2.790 -0.357 1.084
C 3.863 0.841 1.958
C 3.273 1.642 2.919
C 4.036 2.552 3.627
C 5.389 2.665 3.358
C 5.976 1.868 2.388
C 5.216 0.946 1.687
C 3.494 -1.655 2.131
C 4.658 -2.290 1.739
C 5.245 -3.199 2.601
C 4.660 -3.480 3.826
C 3.462 -2.879 4.182
C 2.878 -1.954 3.333
H 2.211 1.554 3.093
H 3.575 3.177 4.379
H 5.994 3.380 3.897
H 7.032 1.966 2.177
H 5.659 0.319 0.929
H 5.063 -2.087 0.757
H 6.163 -3.695 2.316
H 5.138 -4.181 4.500
H 2.994 -3.136 5.124
H 1.943 -1.472 3.583